(1)
C7H3AuBF2NO4 as an isolated structure at a distorted geometry. Source: OMol25; level of theory: the ωB97M-V functional and the def2-TZVPD basis.

```
19
Properties=species:S:1:pos:R:3:forces:R:3:mulliken_charge:R:1
Au 2.496 -0.660 -0.245 -2.159 0.500 0.187 0.82
O -0.227 -1.199 3.257 0.625 -0.582 1.230 -0.61
C 0.401 -1.134 2.225 -4.332 1.796 -1.779 0.35
O 1.564 -1.365 1.911 4.000 -0.715 -0.319 -0.61
C -0.524 -0.632 1.009 1.203 -0.611 1.683 0.38
C -1.887 -0.443 1.164 -0.061 0.047 -0.317 -0.43
C -2.609 -0.015 0.058 0.288 -0.071 0.005 -0.30
C -1.943 0.212 -1.139 -0.048 -0.116 0.260 -0.43
C -0.577 -0.013 -1.167 1.161 0.358 -1.759 0.37
N 0.103 -0.425 -0.124 -0.393 0.162 0.018 -0.21
C 0.288 0.211 -2.505 -4.197 0.533 2.634 0.35
O -0.386 0.689 -3.388 0.547 0.166 -1.385 -0.61
O 1.461 -0.137 -2.410 3.990 -0.725 -0.275 -0.61
H -2.359 -0.625 2.116 0.136 -0.063 0.121 0.50
H -3.677 0.135 0.127 -0.061 0.049 0.014 0.43
H -2.459 0.551 -2.022 0.137 0.008 -0.132 0.50
F 2.482 2.162 0.556 -0.526 -1.024 -0.277 -0.16
B 3.296 1.172 0.255 -0.384 1.746 0.505 0.42
F 4.558 1.519 0.321 0.075 -1.456 -0.415 -0.14
```
Positions in Å, forces in eV/Å.

As for the multiplicity: 1. Its LUMO energy (alpha / beta) is -4.80 / -4.80 eV. As for the HOMO-LUMO gap (alpha / beta): 0.1781 / 0.1783 hartree.

***

(2)
C7H3BrNO5Tc as an isolated structure at a distorted geometry. Source: OMol25; level of theory: the ωB97M-V functional and the def2-TZVPD basis.

```
18
Properties=species:S:1:pos:R:3:forces:R:3:mulliken_charge:R:1
Tc -0.102 0.366 0.143 0.023 0.223 0.034 1.46
O 1.282 -5.194 -1.926 0.294 -0.547 -0.301 -0.46
C 0.939 -4.022 -1.459 -0.397 0.876 0.437 0.98
C -0.224 -3.794 -0.688 0.175 0.245 -0.055 -0.39
C -0.469 -2.512 -0.257 -0.465 -0.264 0.230 0.01
N 0.344 -1.498 -0.540 0.194 -0.840 -0.303 -0.27
C 1.448 -1.689 -1.265 0.446 0.112 -0.252 0.19
C 1.793 -2.926 -1.749 -0.214 -0.138 0.102 -0.49
C 2.194 -0.356 -1.437 1.293 -3.271 -1.514 0.46
O 3.211 -0.236 -2.041 -0.615 0.516 0.494 -0.44
O 1.499 0.561 -0.806 -1.842 2.222 1.626 -0.70
C -1.655 -2.015 0.586 0.380 -3.592 -1.019 0.44
O -2.533 -2.715 0.978 0.286 0.882 0.015 -0.45
O -1.488 -0.727 0.763 0.453 3.202 0.417 -0.71
H 0.681 -5.927 -1.714 0.007 0.316 0.065 0.34
H -0.907 -4.592 -0.438 -0.093 -0.038 0.049 0.46
H 2.685 -3.087 -2.336 0.071 0.116 -0.018 0.56
Br -0.617 2.481 0.923 0.003 -0.019 -0.006 0.01
```
Positions in Å, forces in eV/Å.

As for the multiplicity: 2. Its LUMO energy (alpha / beta) is -7.42 / -6.94 eV. As for the HOMO-LUMO gap (alpha / beta): 0.2476 / 0.2851 hartree. As for the net charge: +1.

***

(3)
A 2-piece molecular cluster, C7H3N3O5 overall at a distorted geometry. Source: OMol25; level of theory: the ωB97M-V functional and the def2-TZVPD basis.

```
18
Properties=species:S:1:pos:R:3:forces:R:3:mulliken_charge:R:1
C 3.578 1.482 0.318 0.035 0.371 -0.065 0.37
C 4.008 -0.769 -0.055 0.300 -0.343 -0.147 0.37
C -3.334 1.329 -0.063 -0.247 0.275 -0.062 0.52
C -1.465 -2.078 0.151 0.033 0.407 -0.280 0.55
C -0.371 0.205 0.314 1.290 1.529 0.544 -0.85
C 3.537 0.436 -0.644 0.221 -0.108 0.970 0.14
C -1.496 -0.479 0.087 -2.657 -1.662 -0.440 0.63
N 3.701 2.326 1.099 -0.083 0.400 0.336 -0.57
N 4.502 -1.696 0.430 0.032 -0.430 0.157 -0.56
N -2.725 -0.023 -0.210 1.374 -0.277 0.079 -0.09
O -4.442 1.373 -0.596 -0.585 -0.228 -0.356 -0.72
O -0.830 -2.508 1.107 0.398 0.170 0.565 -0.65
O -2.679 2.162 0.541 0.778 0.309 0.445 -0.65
O -2.109 -2.635 -0.733 -0.583 -0.202 -0.582 -0.71
O 3.263 0.586 -1.855 -0.375 0.144 -1.260 -0.72
H 0.513 -0.296 0.669 0.000 -0.209 0.059 0.35
H -0.328 1.267 0.134 0.013 0.120 -0.129 0.35
H -3.322 -0.683 -0.695 0.055 -0.267 0.165 0.28
```
Positions in Å, forces in eV/Å.

As for the multiplicity: 1. The energy relative to the best compared isomer or geometry (same formula, charge and spin) comes out at 29.36 kJ/mol. Its LUMO energy (alpha / beta) is 5.75 / 3.29 eV. As for the HOMO-LUMO gap (alpha / beta): 0.3389 / 0.1469 hartree. As for the net charge: -2.

***

(4)
C7H3NO4OsSe3Te as an isolated structure at a distorted geometry. Source: OMol25; level of theory: the ωB97M-V functional and the def2-TZVPD basis.

```
20
Properties=species:S:1:pos:R:3:forces:R:3:mulliken_charge:R:1
Os 1.658 -0.213 -1.886 -1.208 -0.150 0.506 0.96
Se 3.649 0.734 -1.006 0.188 -0.015 0.370 -0.23
Se 3.494 2.648 -2.341 -0.038 -0.108 -0.352 -0.05
Te 3.776 1.552 -4.603 -0.077 0.021 0.172 0.27
Se 2.202 -0.319 -4.268 0.147 0.118 -0.110 -0.04
O -3.464 -0.771 2.861 -0.639 -0.481 -0.044 -0.68
C -2.530 -0.006 3.033 1.547 1.312 0.325 0.50
O -2.193 0.811 3.918 -0.584 -0.409 -0.002 -0.71
C -1.448 -0.004 1.888 -0.666 -0.355 0.166 0.27
C -0.339 0.832 1.927 0.028 -0.125 -0.197 -0.71
C 0.575 0.777 0.902 0.072 0.037 0.075 0.03
N 0.417 -0.062 -0.138 0.646 0.005 -0.629 -0.52
C -0.675 -0.856 -0.186 -0.179 -0.183 -0.083 0.27
C -1.623 -0.862 0.807 0.466 0.122 -0.342 -0.29
C -0.793 -1.707 -1.424 -0.422 0.186 0.835 0.48
O -1.683 -2.476 -1.617 0.172 -0.010 -0.191 -0.55
O 0.211 -1.475 -2.276 0.688 0.107 -0.566 -0.39
H -0.205 1.504 2.762 -0.100 -0.023 0.070 0.50
H 1.458 1.402 0.900 0.028 -0.055 -0.083 0.34
H -2.486 -1.509 0.747 -0.069 0.007 0.080 0.56
```
Positions in Å, forces in eV/Å.

As for the multiplicity: 5. The energy relative to the best compared isomer or geometry (same formula, charge and spin) comes out at 4.74 kJ/mol. Its LUMO energy (alpha / beta) is -2.53 / -4.33 eV. As for the HOMO-LUMO gap (alpha / beta): 0.2002 / 0.1337 hartree.

***

Copy entry 3 word for word.
A 2-piece molecular cluster, C7H3N3O5 overall at a distorted geometry. Source: OMol25; level of theory: the ωB97M-V functional and the def2-TZVPD basis.

```
18
Properties=species:S:1:pos:R:3:forces:R:3:mulliken_charge:R:1
C 3.578 1.482 0.318 0.035 0.371 -0.065 0.37
C 4.008 -0.769 -0.055 0.300 -0.343 -0.147 0.37
C -3.334 1.329 -0.063 -0.247 0.275 -0.062 0.52
C -1.465 -2.078 0.151 0.033 0.407 -0.280 0.55
C -0.371 0.205 0.314 1.290 1.529 0.544 -0.85
C 3.537 0.436 -0.644 0.221 -0.108 0.970 0.14
C -1.496 -0.479 0.087 -2.657 -1.662 -0.440 0.63
N 3.701 2.326 1.099 -0.083 0.400 0.336 -0.57
N 4.502 -1.696 0.430 0.032 -0.430 0.157 -0.56
N -2.725 -0.023 -0.210 1.374 -0.277 0.079 -0.09
O -4.442 1.373 -0.596 -0.585 -0.228 -0.356 -0.72
O -0.830 -2.508 1.107 0.398 0.170 0.565 -0.65
O -2.679 2.162 0.541 0.778 0.309 0.445 -0.65
O -2.109 -2.635 -0.733 -0.583 -0.202 -0.582 -0.71
O 3.263 0.586 -1.855 -0.375 0.144 -1.260 -0.72
H 0.513 -0.296 0.669 0.000 -0.209 0.059 0.35
H -0.328 1.267 0.134 0.013 0.120 -0.129 0.35
H -3.322 -0.683 -0.695 0.055 -0.267 0.165 0.28
```
Positions in Å, forces in eV/Å.

As for the multiplicity: 1. The energy relative to the best compared isomer or geometry (same formula, charge and spin) comes out at 29.36 kJ/mol. Its LUMO energy (alpha / beta) is 5.75 / 3.29 eV. As for the HOMO-LUMO gap (alpha / beta): 0.3389 / 0.1469 hartree. As for the net charge: -2.

***

Please write out number 3 again, unchanged.
A 2-piece molecular cluster, C7H3N3O5 overall at a distorted geometry. Source: OMol25; level of theory: the ωB97M-V functional and the def2-TZVPD basis.

```
18
Properties=species:S:1:pos:R:3:forces:R:3:mulliken_charge:R:1
C 3.578 1.482 0.318 0.035 0.371 -0.065 0.37
C 4.008 -0.769 -0.055 0.300 -0.343 -0.147 0.37
C -3.334 1.329 -0.063 -0.247 0.275 -0.062 0.52
C -1.465 -2.078 0.151 0.033 0.407 -0.280 0.55
C -0.371 0.205 0.314 1.290 1.529 0.544 -0.85
C 3.537 0.436 -0.644 0.221 -0.108 0.970 0.14
C -1.496 -0.479 0.087 -2.657 -1.662 -0.440 0.63
N 3.701 2.326 1.099 -0.083 0.400 0.336 -0.57
N 4.502 -1.696 0.430 0.032 -0.430 0.157 -0.56
N -2.725 -0.023 -0.210 1.374 -0.277 0.079 -0.09
O -4.442 1.373 -0.596 -0.585 -0.228 -0.356 -0.72
O -0.830 -2.508 1.107 0.398 0.170 0.565 -0.65
O -2.679 2.162 0.541 0.778 0.309 0.445 -0.65
O -2.109 -2.635 -0.733 -0.583 -0.202 -0.582 -0.71
O 3.263 0.586 -1.855 -0.375 0.144 -1.260 -0.72
H 0.513 -0.296 0.669 0.000 -0.209 0.059 0.35
H -0.328 1.267 0.134 0.013 0.120 -0.129 0.35
H -3.322 -0.683 -0.695 0.055 -0.267 0.165 0.28
```
Positions in Å, forces in eV/Å.

As for the multiplicity: 1. The energy relative to the best compared isomer or geometry (same formula, charge and spin) comes out at 29.36 kJ/mol. Its LUMO energy (alpha / beta) is 5.75 / 3.29 eV. As for the HOMO-LUMO gap (alpha / beta): 0.3389 / 0.1469 hartree. As for the net charge: -2.

***

Copy entry 1 word for word.
C7H3AuBF2NO4 as an isolated structure at a distorted geometry. Source: OMol25; level of theory: the ωB97M-V functional and the def2-TZVPD basis.

```
19
Properties=species:S:1:pos:R:3:forces:R:3:mulliken_charge:R:1
Au 2.496 -0.660 -0.245 -2.159 0.500 0.187 0.82
O -0.227 -1.199 3.257 0.625 -0.582 1.230 -0.61
C 0.401 -1.134 2.225 -4.332 1.796 -1.779 0.35
O 1.564 -1.365 1.911 4.000 -0.715 -0.319 -0.61
C -0.524 -0.632 1.009 1.203 -0.611 1.683 0.38
C -1.887 -0.443 1.164 -0.061 0.047 -0.317 -0.43
C -2.609 -0.015 0.058 0.288 -0.071 0.005 -0.30
C -1.943 0.212 -1.139 -0.048 -0.116 0.260 -0.43
C -0.577 -0.013 -1.167 1.161 0.358 -1.759 0.37
N 0.103 -0.425 -0.124 -0.393 0.162 0.018 -0.21
C 0.288 0.211 -2.505 -4.197 0.533 2.634 0.35
O -0.386 0.689 -3.388 0.547 0.166 -1.385 -0.61
O 1.461 -0.137 -2.410 3.990 -0.725 -0.275 -0.61
H -2.359 -0.625 2.116 0.136 -0.063 0.121 0.50
H -3.677 0.135 0.127 -0.061 0.049 0.014 0.43
H -2.459 0.551 -2.022 0.137 0.008 -0.132 0.50
F 2.482 2.162 0.556 -0.526 -1.024 -0.277 -0.16
B 3.296 1.172 0.255 -0.384 1.746 0.505 0.42
F 4.558 1.519 0.321 0.075 -1.456 -0.415 -0.14
```
Positions in Å, forces in eV/Å.

As for the multiplicity: 1. Its LUMO energy (alpha / beta) is -4.80 / -4.80 eV. As for the HOMO-LUMO gap (alpha / beta): 0.1781 / 0.1783 hartree.